[1]
{"formula": "C3H2NO2S", "method": "ωB97M-V/def2-TZVPD", "species": ["S", "O", "O", "N", "C", "C", "C", "H", "H"], "coordinates": [[-1.485, -0.543, 1.524], [1.412, 0.581, -0.588], [-2.884, -1.081, -0.737], [0.365, 0.134, -0.033], [-0.528, -0.388, -0.880], [0.077, 0.124, 1.241], [-1.748, -0.751, -0.378], [-0.128, -0.381, -1.830], [0.885, 0.321, 1.925]], "homo_lumo_gap_ev": 6.7, "e_tot_ha": -718.9163, "charge": -1, "multiplicity": 1, "e_above_lowest_kcal_mol": 57.6, "e_lumo_ev": 3.60, "homo_ev": -3.1}

---

[2]
{"formula": "C4H8N2O", "method": "ωB97M-V/def2-TZVPD", "species": ["O", "N", "N", "C", "C", "C", "C", "H", "H", "H", "H", "H", "H", "H", "H"], "coordinates": [[-1.591, 0.388, -0.083], [-0.818, -2.513, -1.618], [0.654, 1.819, -0.310], [-0.634, -1.597, -0.938], [0.762, 0.420, -0.707], [-0.409, -0.385, -0.101], [-0.142, -0.795, 1.347], [-1.078, -1.125, 1.804], [0.242, 0.065, 1.906], [1.563, 2.220, -0.118], [-1.637, 0.899, -0.904], [0.720, 0.349, -1.802], [1.699, -0.064, -0.396], [0.078, 1.921, 0.517], [0.591, -1.604, 1.402]], "homo_lumo_gap_ev": 10.7, "e_tot_ha": -341.9457, "charge": 0, "multiplicity": 1, "e_above_lowest_kcal_mol": 36.4, "smiles": "C[C@](O)(C#N)CN", "e_lumo_ev": 0.71, "homo_ev": -9.9}

---

[3]
{"formula": "C2H2N2OS", "method": "ωB97M-V/def2-TZVPD", "species": ["S", "O", "N", "N", "C", "C", "H", "H"], "coordinates": [[0.764, -1.914, 0.717], [-2.555, -0.382, -2.089], [1.627, -0.574, 0.704], [-1.276, 0.332, -0.255], [-1.951, 0.017, -1.190], [1.959, 0.540, 0.882], [-0.868, 0.475, 0.638], [2.300, 1.506, 0.592]], "homo_lumo_gap_ev": 8.9, "e_tot_ha": -660.2675, "charge": 0, "multiplicity": 1, "e_above_lowest_kcal_mol": 50.3, "smiles": "C#[N+][S-].N=C=O", "e_lumo_ev": -0.05, "homo_ev": -8.9}

---

[4]
{"formula": "C48H49As2CuF3N2O2SbSi", "method": "ωB97M-V/def2-TZVPD", "species": ["Sb", "As", "As", "Cu", "Si", "F", "F", "F", "O", "O", "N", "N", "C", "C", "C", "C", "C", "C", "C", "C", "C", "C", "C", "C", "C", "C", "C", "C", "C", "C", "C", "C", "C", "C", "C", "C", "C", "C", "C", "C", "C", "C", "C", "C", "C", "C", "C", "C", "C", "C", "C", "C", "C", "C", "C", "C", "C", "C", "C", "C", "H", "H", "H", "H", "H", "H", "H", "H", "H", "H", "H", "H", "H", "H", "H", "H", "H", "H", "H", "H", "H", "H", "H", "H", "H", "H", "H", "H", "H", "H", "H", "H", "H", "H", "H", "H", "H", "H", "H", "H", "H", "H", "H", "H", "H", "H", "H", "H", "H"], "coordinates": [[1.525, -3.193, -0.547], [-2.683, -1.286, -1.682], [-3.691, 1.523, -0.148], [-1.601, 0.358, -0.369], [0.539, 2.718, 0.393], [7.677, -2.475, 0.136], [-0.557, -1.292, 5.086], [0.929, -9.296, 0.662], [1.851, 0.656, 1.899], [0.104, 1.065, 0.583], [1.894, -0.292, -0.238], [1.360, 0.091, -1.512], [-1.037, 4.651, -0.893], [-1.862, -2.086, -3.245], [0.141, -5.803, 0.319], [-5.718, 0.167, -4.216], [2.312, -7.507, 0.042], [3.631, -3.035, -0.293], [4.922, 3.478, -1.016], [0.864, 4.591, 2.541], [2.450, -6.146, -0.199], [-1.045, 3.151, 2.675], [0.491, -2.910, 3.744], [0.884, -2.502, 1.372], [-4.894, 0.581, 1.069], [-1.009, 2.559, -2.056], [-1.826, 3.091, -3.044], [0.479, 5.208, 3.724], [4.405, -2.587, -1.360], [2.884, -0.149, 2.483], [1.056, 0.075, 0.913], [1.075, -7.983, 0.423], [-6.040, 1.394, -3.661], [-3.598, -2.816, -0.914], [2.573, 3.288, -1.472], [4.677, 3.216, 0.327], [0.247, -1.143, 1.474], [6.355, -2.662, -0.006], [-0.668, 4.794, 4.382], [-1.828, 5.199, -1.895], [-4.308, 3.340, 0.109], [-5.432, 1.804, -2.483], [5.774, -2.395, -1.229], [-4.133, -0.224, -2.437], [3.384, 2.980, 0.763], [0.112, 3.551, 1.996], [-0.023, -7.155, 0.570], [-0.250, -0.784, 2.839], [2.306, 2.997, -0.129], [3.870, 3.520, -1.915], [-0.109, -1.641, 3.867], [-1.434, 3.761, 3.856], [-4.765, -0.635, -3.607], [-4.488, 1.000, -1.854], [-0.614, 3.321, -0.951], [5.627, -3.117, 1.076], [-2.231, 4.417, -2.967], [1.374, -5.274, -0.061], [0.953, -3.305, 2.476], [4.261, -3.301, 0.920], [-0.718, -5.150, 0.446], [-5.396, 3.369, 0.067], [-2.861, -3.561, -0.619], [-0.644, 1.540, -2.163], [1.278, -0.766, -2.056], [-1.376, -1.316, -3.841], [-0.710, 0.182, 2.998], [-4.607, -0.467, 1.136], [4.054, 3.745, -2.958], [-4.268, -3.238, -1.662], [5.933, 3.664, -1.356], [-2.131, 2.477, -3.883], [-0.753, 5.274, -0.051], [0.571, -3.554, 4.607], [-1.109, -2.793, -2.898], [-5.705, 2.762, -2.059], [2.792, 0.155, -0.092], [-4.512, -1.583, -4.066], [3.688, -3.663, 1.767], [-2.327, 3.433, 4.371], [-0.965, 5.272, 5.306], [-4.171, -2.513, -0.041], [-2.136, 6.235, -1.832], [-6.198, -0.164, -5.127], [2.044, 0.672, -1.987], [-5.923, 0.660, 0.721], [-0.972, -7.573, 0.875], [3.823, 0.400, 2.413], [-3.874, 3.993, -0.645], [-2.854, 4.840, -3.745], [3.945, -2.381, -2.321], [-4.811, 1.025, 2.061], [2.996, -1.102, 1.967], [-3.973, 3.668, 1.092], [6.130, -3.326, 2.011], [-2.600, -2.611, -3.849], [3.424, -5.770, -0.490], [-1.647, 2.336, 2.279], [5.496, 3.201, 1.034], [1.762, 4.934, 2.038], [1.370, -4.301, 2.385], [-0.647, -1.152, 0.807], [1.077, 6.012, 4.132], [1.757, 3.337, -2.185], [2.637, -0.332, 3.528], [3.208, 2.789, 1.814], [6.386, -2.052, -2.052], [-6.770, 2.033, -4.140], [3.142, -8.192, -0.058]], "homo_lumo_gap_ev": [7.6, 7.5], "e_tot_ha": -9059.6355, "charge": 1, "multiplicity": 2, "e_above_lowest_kcal_mol": 16.8, "e_lumo_ev": [-1.93, -3.05], "s_squared": 0.7887, "homo_ev": [-9.5, -10.6]}

---

[5]
{"formula": "C21H23Cl3GeN5O4RuS", "method": "ωB97M-V/def2-TZVPD", "species": ["Ru", "Ge", "Cl", "Cl", "Cl", "S", "O", "O", "O", "O", "N", "N", "N", "N", "N", "C", "C", "C", "C", "C", "C", "C", "C", "C", "C", "C", "C", "C", "C", "C", "C", "C", "C", "C", "C", "C", "H", "H", "H", "H", "H", "H", "H", "H", "H", "H", "H", "H", "H", "H", "H", "H", "H", "H", "H", "H", "H", "H", "H"], "coordinates": [[-0.005, -0.467, 0.583], [-0.201, 0.760, -2.504], [1.596, 0.734, -1.077], [0.227, 2.249, -3.910], [-0.137, -1.154, -3.408], [-2.227, 0.501, 1.981], [-1.180, 0.848, -0.904], [-0.950, 3.067, -1.369], [-3.228, 1.493, 1.775], [-2.232, -0.728, 1.132], [-0.722, 1.096, 1.642], [0.405, -2.096, -0.595], [0.926, -4.211, -1.727], [-0.005, -1.930, 2.102], [1.887, -0.153, 1.733], [2.662, -1.382, 5.202], [-0.132, -5.143, -2.136], [-0.909, -2.889, 2.135], [0.841, -2.647, 4.249], [-1.173, 0.535, 4.507], [1.867, -0.838, 3.003], [2.729, -0.593, 4.031], [-2.129, -0.003, 3.656], [0.894, -1.822, 3.115], [-1.012, 2.136, -0.618], [1.756, -2.403, 5.301], [2.322, -4.571, -2.016], [-0.708, 2.375, 0.970], [-1.141, 0.113, 5.825], [-0.989, -3.799, 3.200], [0.655, -3.094, -1.128], [-3.015, -1.335, 5.430], [-2.016, -1.261, 7.741], [-3.059, -0.936, 4.106], [-2.053, -0.827, 6.304], [-0.135, -3.668, 4.260], [1.725, -3.034, 6.180], [0.291, 2.809, 0.939], [2.594, -0.547, 1.115], [-1.740, -4.576, 3.172], [-0.407, 0.533, 6.502], [-1.457, 3.084, 1.313], [-3.747, -2.044, 5.796], [-1.107, -4.745, -1.866], [2.447, -4.712, -3.089], [-1.609, -2.930, 1.314], [3.356, -1.187, 6.007], [2.572, -5.501, -1.505], [2.986, -3.780, -1.680], [-2.603, -0.569, 8.350], [0.020, -6.103, -1.645], [-0.090, -5.291, -3.214], [-0.478, 1.280, 4.146], [2.107, 0.833, 1.849], [-3.807, -1.334, 3.431], [3.480, 0.183, 3.945], [-1.000, -1.250, 8.133], [-2.447, -2.252, 7.874], [-0.194, -4.340, 5.108]], "homo_lumo_gap_ev": [7.3, 7.3], "e_tot_ha": -5338.8985, "charge": 2, "multiplicity": 2, "e_lumo_ev": [-7.13, -7.14], "s_squared": 0.7568, "homo_ev": [-14.4, -14.4]}

---

[6]
{"formula": "C6H10O", "method": "ωB97M-V/def2-TZVPD", "species": ["O", "C", "C", "C", "C", "C", "C", "H", "H", "H", "H", "H", "H", "H", "H", "H", "H"], "coordinates": [[-2.253, -0.909, 0.285], [-1.556, 0.246, 0.326], [2.215, -0.340, -0.002], [-1.925, 1.331, 1.030], [0.770, -0.293, 0.362], [-0.218, 0.228, -0.375], [2.620, -0.226, -1.449], [-2.870, -0.894, 1.013], [2.963, -1.167, -1.897], [0.490, -0.798, 1.280], [2.710, -1.176, 0.508], [2.629, 0.502, 0.566], [-0.145, 0.891, -1.222], [-1.231, 2.128, 1.243], [3.226, 0.662, -1.591], [1.797, -0.120, -2.173], [-2.989, 1.527, 1.153]], "homo_lumo_gap_ev": 9.6, "e_tot_ha": -309.7794, "charge": 0, "multiplicity": 1, "e_above_lowest_kcal_mol": 39.5, "smiles": "C=C(O)/C=C/CC", "e_lumo_ev": 0.96, "homo_ev": -8.6}

---

no.,F_max (hartree/bohr)
1,0.047
2,0.021
3,0.064
4,0.007
5,0.112
6,0.041